<i>
The molecule C3H3N3OS. Source: OMol25; level of theory: ωB97M-V/def2-TZVPD.

```
! wB97M-V def2-TZVPD RIJCOSX def2/J DEFGRID3
* xyz 0 1
C 1.30 0.65 -0.12
H -0.61 2.18 -0.16
N -0.04 0.07 -0.29
O 1.40 1.91 0.08
N -2.22 0.47 0.14
C -0.74 -1.12 -0.11
H -0.39 -2.22 0.08
S 2.77 -0.60 0.00
C -1.07 1.01 -0.11
H 1.59 -1.39 0.47
N -1.99 -0.95 0.02
*
```

SMILES = O=C(S)n1cnnc1
Frontier orbital gap = 10.35 eV

natural (NBO) atomic charge list, values in e, 6 entries: 0.606 0.271 -0.513 -0.549 -0.279 0.159

---

<ii>
A structure of composition C3H3N3OS. Source: OMol25; level of theory: ωB97M-V/def2-TZVPD.

```
! wB97M-V def2-TZVPD RIJCOSX def2/J DEFGRID3
* xyz 0 1
O 2.11 0.64 0.31
H -2.10 0.88 2.20
C 0.88 1.05 0.48
C -0.27 -0.83 -0.38
H 0.70 2.05 1.04
H -2.06 -1.31 -0.70
N 2.18 -0.71 -0.40
C -0.26 0.26 0.40
S -1.93 0.89 0.44
N 1.17 -1.15 -0.82
N -1.17 -1.54 -0.93
*
```

Frontier orbital gap = 8.66 eV

natural (NBO) atomic charge list, values in e, 6 entries: -0.390 0.166 0.272 0.326 0.216 0.361

---

<iii>
The molecule C3H3N3OS. Source: OMol25; level of theory: ωB97M-V/def2-TZVPD.

```
! wB97M-V def2-TZVPD RIJCOSX def2/J DEFGRID3
* xyz 0 1
N 1.41 1.21 0.40
S -0.99 0.25 1.35
C 0.41 0.44 0.25
H 0.70 1.85 2.08
H -2.56 -1.41 0.45
O 1.49 1.98 1.51
H 0.77 -1.21 -2.56
N -0.96 -1.20 -0.86
C 0.25 -0.45 -0.94
C -1.62 -0.94 0.18
N 1.10 -0.52 -1.86
*
```

SMILES = [H]/N=C1\N=CS\C1=N/O
Frontier orbital gap = 8.93 eV

natural (NBO) atomic charge list, values in e, 6 entries: -0.017 0.194 -0.056 0.445 0.219 -0.498

---

The calculated energies rank the structures as follows, beginning with the most stable: <iii>, <i>, <ii>.

---

<i>
The molecule C3H7N3S2. Source: OMol25; level of theory: ωB97M-V/def2-TZVPD.

```
! wB97M-V def2-TZVPD RIJCOSX def2/J DEFGRID3
* xyz 0 1
C 0.72 2.19 -0.06
N -0.60 -0.39 -0.60
C 0.42 -1.04 0.11
H -0.85 0.54 -2.51
H -2.05 -1.83 2.18
C -0.38 0.66 -1.52
N 0.22 1.75 -1.33
S 2.07 -0.86 -0.12
H 0.81 -2.50 1.36
S -1.53 -2.68 1.28
H 1.84 2.09 0.01
H 0.58 3.25 -0.04
H -1.51 -0.87 -0.64
H 0.23 1.68 0.81
N 0.02 -1.97 1.08
*
```

SMILES = C/N=C\NC(=S)NS
Frontier orbital gap = 9.10 eV

natural (NBO) atomic charge list, values in e, 6 entries: -0.455 -0.670 0.280 0.176 0.113 0.265

---

<ii>
A cluster of 2 separate species, C3H7N3S2 in total. Source: OMol25; level of theory: ωB97M-V/def2-TZVPD.

```
! wB97M-V def2-TZVPD RIJCOSX def2/J DEFGRID3
* xyz 0 1
H -2.06 -0.92 -0.36
H -1.89 -1.89 1.14
N 3.87 0.73 -0.05
C -0.09 2.45 -0.03
H -2.21 -2.64 -0.41
N 1.81 -0.55 -0.07
S -1.05 1.38 1.03
H 0.09 1.98 -1.14
C -1.79 -1.83 0.11
N -0.28 -1.90 -0.10
H 0.87 2.90 0.30
C 2.94 0.04 0.00
H -0.15 -2.02 -1.05
H -0.78 3.30 -0.29
S 0.73 -1.04 0.93
*
```

Frontier orbital gap (spin up / spin down) = 5.95 / 5.96 eV

natural (NBO) atomic charge list, values in e, 6 entries: 0.225 0.207 -0.365 -0.806 0.208 -0.827

---

The calculated energies rank the structures as follows, beginning with the most stable: <i>, <ii>.

---

<i>
The molecule CH3NOP2. Source: OMol25; level of theory: ωB97M-V/def2-TZVPD.

```
! wB97M-V def2-TZVPD RIJCOSX def2/J DEFGRID3
* xyz 0 1
H 1.27 -1.37 0.93
P -1.60 -1.38 0.27
P 0.41 -0.62 0.09
C -2.09 0.10 -0.58
O -2.96 0.85 -0.21
H -1.57 0.22 -1.52
N 0.68 -1.09 -1.33
H 0.27 0.73 0.63
*
```

Frontier orbital gap (spin up / spin down) = 7.53 / 7.71 eV

natural (NBO) atomic charge list, values in e, 6 entries: -0.028 0.384 0.903 0.045 -0.492 0.152

---

<ii>
A cluster of 2 separate species, CH3NOP2 in total. Source: OMol25; level of theory: ωB97M-V/def2-TZVPD.

```
! wB97M-V def2-TZVPD RIJCOSX def2/J DEFGRID3
* xyz 0 1
P 1.23 2.06 2.25
N 1.29 1.32 0.98
C -0.97 -0.58 -0.31
H 0.33 1.00 -0.29
H 0.86 -1.78 -1.12
O -0.32 0.57 -0.73
H -2.05 -0.52 -0.11
P -0.37 -2.09 -0.67
*
```

SMILES = [H]/P=C\O.N#P
Frontier orbital gap = 7.76 eV

natural (NBO) atomic charge list, values in e, 6 entries: 0.979 -0.944 -0.226 0.494 -0.058 -0.740

---

The calculated energies rank the structures as follows, beginning with the most stable: <ii>, <i>.

---

<i>
A cluster of 2 separate species, C4H10ClP in total. Source: OMol25; level of theory: ωB97M-V/def2-TZVPD.

```
! wB97M-V def2-TZVPD RIJCOSX def2/J DEFGRID3
* xyz 0 1
H -3.01 0.22 -0.78
H -2.24 2.54 -0.87
H 3.76 -0.25 -0.54
H 2.91 0.63 0.67
C -1.78 1.84 -0.21
H -0.82 0.03 1.36
Cl 1.42 -1.79 -2.21
H -1.13 -1.16 0.03
C -1.56 -0.48 0.77
H -2.33 -0.95 1.37
P 1.17 -0.42 -0.67
H 2.96 -1.22 0.78
H -0.87 2.05 0.12
C 2.91 -0.35 0.16
H 0.80 -1.30 0.14
C -2.20 0.60 -0.13
*
```

SMILES = C=CC.CPCl
Frontier orbital gap = 10.13 eV

natural (NBO) atomic charge list, values in e, 6 entries: 0.189 0.196 0.243 0.231 -0.413 0.203

---

<ii>
A cluster of 2 separate species, C4H10ClP in total. Source: OMol25; level of theory: ωB97M-V/def2-TZVPD.

```
! wB97M-V def2-TZVPD RIJCOSX def2/J DEFGRID3
* xyz 0 1
H 0.78 0.54 2.07
H -0.83 -1.96 0.95
C 1.34 0.52 -1.07
H 2.11 0.89 -0.40
P -0.16 0.07 -0.15
C 0.02 -1.70 0.32
Cl -2.98 0.14 -0.12
C -1.54 0.84 -0.89
H -1.49 0.25 -2.31
H 0.08 1.98 1.28
H 1.06 1.31 -1.77
H 1.71 -0.34 -1.63
H 0.95 -1.89 0.85
C -0.04 0.91 1.47
H -0.02 -2.31 -0.59
H -0.98 0.76 1.99
*
```

Frontier orbital gap = 8.26 eV

natural (NBO) atomic charge list, values in e, 6 entries: 0.232 0.254 -0.962 0.245 1.493 -0.975

---

The calculated energies rank the structures as follows, beginning with the most stable: <i>, <ii>.

---

<i>
The molecule C19H24ClN3O3S. Source: OMol25; level of theory: ωB97M-V/def2-TZVPD.

```
! wB97M-V def2-TZVPD RIJCOSX def2/J DEFGRID3
* xyz 0 1
N -1.59 3.36 0.97
H -0.44 5.26 -0.42
H 0.37 -2.74 -0.93
C 3.92 1.71 0.01
H 3.53 3.67 -0.75
O 1.18 2.13 -1.91
C 1.95 2.26 1.89
C 2.30 3.21 0.93
H 1.19 2.50 2.62
C 1.17 -3.03 -1.61
H 2.28 -4.10 -0.10
H 1.12 -5.10 -0.99
H 0.09 -0.60 -0.75
H -5.46 -0.85 1.97
S 1.45 4.78 0.91
H -4.64 -0.59 -0.38
H 0.68 4.14 -1.29
C 2.59 1.04 1.91
H -6.08 -1.60 -0.33
O -2.07 2.13 1.26
C -0.42 1.83 -0.20
H -3.28 0.50 1.99
C -4.91 -1.66 1.49
C 3.28 2.93 -0.01
C 0.55 1.34 -1.22
N 0.68 0.01 -1.31
C 1.55 -0.60 -2.28
H 0.73 -3.23 -2.59
C -0.62 3.22 0.11
H -2.86 -2.37 1.43
C 1.84 -4.29 -1.08
H 4.68 1.48 -0.72
H 2.33 0.29 2.65
C 0.17 4.37 -0.35
H -5.34 -2.60 1.82
C -1.38 1.20 0.57
C -1.79 -0.21 0.80
H 2.97 -2.19 -2.42
C 3.58 0.77 0.97
O -1.21 -1.16 0.30
C -3.45 -1.60 1.94
H 2.62 -1.68 -0.77
H 0.98 -0.82 -3.20
H 2.32 0.13 -2.54
N -2.84 -0.33 1.62
Cl 4.40 -0.74 1.02
C 2.17 -1.88 -1.74
H -4.49 -2.34 -0.52
H -3.39 -1.77 3.02
C -5.04 -1.54 -0.03
H 2.63 -4.61 -1.75
*
```

SMILES = CCCCNC(=O)c1c(CSc2ccc(Cl)cc2)noc1C(=O)NCCC
Frontier orbital gap = 8.71 eV

natural (NBO) atomic charge list, values in e, 6 entries: -0.096 0.250 0.207 -0.227 0.234 -0.650

---

<ii>
The molecule C19H24ClN3O3S. Source: OMol25; level of theory: ωB97M-V/def2-TZVPD.

```
! wB97M-V def2-TZVPD RIJCOSX def2/J DEFGRID3
* xyz 0 1
Cl -8.71 1.67 -0.46
H 0.86 1.49 0.90
H 0.41 -0.83 -2.37
H -1.81 -2.88 0.66
H -0.95 0.05 -1.64
C -0.16 -0.68 -1.45
C -6.15 1.38 0.32
C -5.98 -1.22 -0.75
C 3.35 2.39 -0.67
C 4.27 0.19 0.32
C -1.07 -2.09 0.49
C -7.15 -0.49 -0.85
C 4.16 1.14 -0.88
H 5.29 -1.67 0.74
C 5.10 -1.02 -0.11
N -1.60 -0.85 1.04
S -3.48 1.12 1.15
C -7.23 0.79 -0.32
H -8.01 -0.92 -1.34
H -0.58 1.43 -0.10
H -0.08 -2.83 -1.26
N -3.66 -1.25 0.05
H 0.05 -0.46 2.22
C -0.77 -2.02 -1.02
H -1.70 -2.17 -1.58
C -4.88 -0.65 -0.12
H 4.57 -1.59 -0.87
H 2.44 0.52 1.40
O 2.66 2.67 0.28
H 5.98 1.19 1.18
C -0.65 0.09 1.58
N 0.73 -0.12 -0.45
O 2.32 -1.52 -1.17
H -0.16 -2.33 1.04
C -4.99 0.65 0.41
C 2.87 -0.27 0.79
H 4.43 1.80 1.77
C 1.97 -0.68 -0.35
H 5.05 0.24 2.34
C -2.84 -0.49 0.69
H -1.18 0.82 2.20
H 6.06 -0.70 -0.52
H 3.71 0.61 -1.73
H -5.91 -2.21 -1.15
H 2.94 4.02 -1.58
O 3.47 3.22 -1.72
C 0.12 0.82 0.47
H -6.23 2.38 0.73
C 4.98 0.90 1.48
H 5.15 1.46 -1.21
H 3.01 -1.15 1.42
*
```

SMILES = CC(C)(CC(=O)O)CC(=O)N1CCCN(c2nc3ccc(Cl)cc3s2)CC1
Frontier orbital gap = 8.35 eV

natural (NBO) atomic charge list, values in e, 6 entries: 0.000 0.245 0.236 0.232 0.198 -0.221

---

The calculated energies rank the structures as follows, beginning with the most stable: <ii>, <i>.